Entry 1:
Here is a cluster of 2 separate species, C8H16BN2O4S in total from OMol25. Energies are from the ωB97M-V functional and the def2-TZVPD basis.

Computed properties:
* total charge: +1

XYZ file:
```
32
Properties=species:S:1:pos:R:3:forces:R:3:mulliken_charge:R:1
N -5.22169 -1.52457 1.53438 -0.2 -0.3 -1.6 -0.4697
B -5.03095 -1.03801 0.18327 0.1 -0.2 0.3 0.3693
O -6.03214 -0.60985 -0.64418 0.4 -0.4 0.5 -0.5221
C -3.50786 -1.04560 -0.33724 -1.5 0.1 0.2 0.1552
C -3.02074 -1.98278 -1.24490 0.8 0.7 0.2 -0.1953
C -1.66288 -1.90344 -1.59476 -1.5 -1.1 -0.3 -0.6408
C -0.88761 -0.93864 -1.03563 1.2 0.0 -0.3 -0.1713
N -1.39322 -0.04946 -0.16838 0.2 0.1 0.1 0.1463
C -2.68093 -0.07945 0.19123 0.1 -0.1 0.0 -0.3704
H -4.74744 -2.42520 1.57971 0.0 0.2 0.8 0.2445
H -6.20121 -1.63516 1.78031 0.2 -0.1 0.4 0.2357
H -6.86437 -0.93422 -0.27248 -0.2 0.4 -0.3 0.3167
H -3.67557 -2.74515 -1.66137 0.2 0.1 0.0 0.4431
H -1.27609 -2.64672 -2.28686 0.3 0.4 0.1 0.3997
H 0.16659 -0.89982 -1.30221 -0.2 0.4 0.3 0.4312
H -0.77917 0.64970 0.24766 0.1 -0.1 -0.2 0.2271
H -3.02979 0.66889 0.90001 0.2 -0.2 -0.1 0.4026
O 1.76749 2.05590 0.15526 -0.2 -0.4 -0.1 -0.6408
S 3.08101 1.96895 -0.42836 0.9 0.5 0.2 1.2671
O 3.31773 1.14378 -1.57182 -0.5 -0.2 0.0 -0.6116
O 4.13186 1.60097 0.70534 -0.3 0.2 0.0 -0.2706
C 3.88185 0.44692 1.52990 0.0 -0.7 0.3 -0.3017
C 4.23315 -0.84575 0.81922 -0.1 0.0 -0.3 -0.9365
C 3.69174 3.58447 -0.76283 -0.1 0.1 0.1 -1.0330
H 2.84551 0.44338 1.87342 0.0 0.2 -0.1 0.2837
H 4.51199 0.56161 2.40993 0.0 0.3 -0.1 0.2831
H 3.55382 -1.03572 -0.01262 0.0 0.0 0.0 0.2337
H 4.16898 -1.68757 1.50924 0.0 0.1 0.1 0.3923
H 5.24135 -0.79801 0.40861 0.0 0.0 0.1 0.2740
H 3.56454 4.19910 0.12473 0.0 0.0 0.0 0.3358
H 3.11363 3.99171 -1.59004 0.0 -0.1 0.0 0.3766
H 4.74042 3.50974 -1.03855 0.0 -0.1 0.0 0.3464
```
Positions in Å, forces in eV/Å.

Entry 2:
Here is a cluster of 2 separate species, C8H16BN3 in total from OMol25. Energies are from the ωB97M-V functional and the def2-TZVPD basis.

Computed properties:
* total charge: 0

XYZ file:
```
28
Properties=species:S:1:pos:R:3:forces:R:3:mulliken_charge:R:1
B -0.31350 -0.58012 -0.02492 2.7 3.5 -0.8 0.3945
C 2.47907 2.75397 0.58873 -0.4 0.3 0.8 -0.5683
C 2.11007 1.40253 0.89306 -0.6 0.6 -2.1 -0.5771
C 1.61255 3.20174 -0.33598 -1.5 1.0 -2.2 -0.5251
C 1.04898 1.13749 -0.02193 -1.7 -5.5 2.5 -0.1099
C -0.30196 -2.91933 -0.58258 -1.5 0.2 -3.2 -1.1875
C 1.44037 -1.60268 -1.52515 1.4 1.2 -0.2 -0.9486
C -1.58594 0.89346 1.42964 -1.1 -0.5 -0.5 -1.1298
C -2.82682 -0.96315 0.57676 -0.7 -0.5 -0.2 -0.8244
N 0.70961 2.21476 -0.71709 1.5 0.6 0.9 -0.0409
N 0.20088 -1.58439 -0.82628 0.0 -0.8 1.3 0.0024
N -1.50721 -0.38130 0.65324 -1.3 1.4 0.9 0.0201
H 3.09323 3.47995 1.10734 0.5 -0.5 -0.1 0.3554
H 2.76033 0.74680 1.45716 -0.7 -0.3 0.1 0.3854
H 1.56604 4.05130 -0.97950 0.3 0.9 0.3 0.4024
H -1.21160 -2.87912 -1.20966 -0.1 -1.1 0.4 0.3526
H 0.37132 -3.58663 -1.06999 0.4 -0.8 -0.3 0.4108
H -0.53903 -3.33298 0.35698 0.0 0.4 1.7 0.3750
H 1.48664 -2.02984 -2.54435 -0.7 0.0 0.4 0.3044
H 1.80026 -0.58428 -1.58481 0.0 0.3 -0.3 0.3230
H 2.20730 -2.08276 -0.93537 0.3 -0.6 0.2 0.3993
H -0.67468 0.88259 1.94497 1.2 1.2 0.8 0.3900
H -1.77142 1.70584 0.74495 0.7 0.6 -0.2 0.3299
H -2.42828 1.04322 2.14058 0.3 -1.2 -0.3 0.3371
H -3.20057 -1.00232 1.60340 0.1 -0.9 0.1 0.3226
H -3.63560 -0.31424 0.14724 1.0 -0.2 -0.5 0.2976
H -2.81316 -1.93776 0.05096 -0.2 0.5 0.5 0.2522
H -0.07690 2.26727 -1.33739 0.2 0.2 -0.1 0.2570
```
Positions in Å, forces in eV/Å.

HOMO-LUMO gap for every record listed, in sequence, given in eV: 9.1899; 7.9915.
Max |F| for every record listed, in sequence, given in eV/A: 1.85; 6.26.
Electronic energy for every record listed, in sequence, given in eV: -31233.43053; -13700.14648.